{"formula": "C19H28AuNO4", "method": "ωB97M-V/def2-TZVPD", "species": ["O", "C", "C", "H", "H", "C", "H", "H", "C", "H", "H", "H", "C", "H", "H", "H", "Au", "C", "C", "C", "H", "C", "C", "H", "H", "H", "H", "C", "C", "C", "H", "C", "C", "H", "H", "H", "H", "O", "C", "C", "H", "H", "C", "H", "H", "C", "H", "H", "H", "H", "O", "N", "O"], "xyz": [[-2.845, -1.447, -0.466], [-3.282, -1.996, 0.839], [-4.580, -2.600, 0.327], [-3.430, -1.190, 1.577], [-2.566, -2.742, 1.216], [-4.128, -1.918, -0.996], [-5.489, -2.189, 0.784], [-4.570, -3.697, 0.321], [-5.049, -0.774, -1.377], [-5.198, -0.104, -0.522], [-6.016, -1.192, -1.686], [-4.636, -0.202, -2.213], [-3.931, -2.901, -2.127], [-3.270, -3.711, -1.806], [-3.516, -2.405, -3.008], [-4.910, -3.309, -2.395], [2.000, 0.340, -1.731], [5.163, 0.093, -0.922], [4.806, 0.369, 0.428], [3.609, -0.281, 0.738], [5.398, 0.944, 1.139], [3.110, -0.988, -0.451], [4.106, -0.658, -1.530], [4.158, -1.139, -2.515], [6.126, 0.361, -1.373], [3.205, -0.391, 1.739], [2.487, -1.884, -0.400], [3.378, 3.621, -1.690], [2.652, 2.827, -2.581], [1.376, 2.421, -1.933], [2.967, 2.500, -3.576], [1.392, 3.109, -0.614], [2.609, 3.775, -0.478], [2.945, 4.373, 0.367], [4.370, 4.063, -1.822], [0.461, 2.229, -2.506], [0.583, 3.055, 0.114], [-1.338, 1.145, 1.917], [-0.873, 0.425, 0.753], [-0.338, -0.977, 1.174], [-0.094, 0.982, 0.206], [-1.732, 0.304, 0.091], [-0.622, -1.052, 2.694], [0.749, -1.002, 1.001], [-0.809, -1.783, 0.604], [-0.749, 0.442, 3.046], [0.185, -1.554, 3.248], [-1.584, -1.561, 2.901], [0.285, 0.819, 3.199], [-1.379, 0.656, 3.926], [3.872, 2.826, 1.931], [2.841, 2.417, 2.482], [2.104, 1.551, 1.957]], "atomic_forces_ev_per_a": [[-1.7, -1.2, 1.0], [0.8, 0.3, 0.6], [0.6, 0.4, -0.3], [0.3, -0.2, -0.3], [-0.1, 0.4, -0.1], [-0.8, -0.3, -0.6], [0.2, -0.3, -0.2], [-0.2, 0.4, -0.1], [0.1, 0.0, -0.1], [0.0, -0.1, -0.2], [0.1, 0.2, 0.1], [0.0, 0.0, 0.1], [0.0, 0.1, -0.1], [-0.1, 0.1, -0.1], [0.1, -0.1, 0.1], [0.1, -0.1, 0.0], [0.8, 1.5, 0.8], [-0.4, 0.8, 0.9], [0.1, -0.4, -0.1], [0.8, -0.2, -0.2], [-0.2, -0.2, -0.3], [1.8, 0.0, -1.8], [-1.7, -1.8, 1.1], [0.1, 0.1, 0.7], [-0.7, 0.0, 0.0], [0.0, 0.1, -0.4], [0.3, 0.2, -0.1], [-0.5, -0.3, 0.5], [-0.6, -0.2, 0.4], [0.5, 0.4, -0.3], [-0.2, 0.3, 0.3], [0.5, -0.6, -0.5], [-0.1, 0.0, -0.8], [-0.3, -0.2, -0.3], [-0.5, -0.3, -0.1], [0.2, 0.5, 0.2], [0.3, 0.1, -0.2], [0.9, -1.6, 0.4], [-0.3, -0.2, -0.5], [0.2, 0.5, 0.3], [-0.2, 0.0, 0.4], [0.2, 0.2, 0.0], [-0.7, 0.4, -0.3], [-0.3, -0.1, 0.0], [0.3, 0.3, 0.1], [0.4, 0.6, 0.2], [-0.3, 0.2, -0.1], [0.6, 0.1, -0.1], [-0.7, 0.0, 0.1], [0.3, -0.1, -0.4], [-2.4, -0.4, 2.1], [1.1, -1.8, -3.9], [1.1, 2.6, 1.9]], "multiplicity": 3, "s2": 2.029, "energy_ha": -1231.8264, "gap_ev": [7.93, 4.55], "total_charge": 0}

=====

{"formula": "C19H28Br4N4O6Re", "method": "ωB97M-V/def2-TZVPD", "species": ["Re", "C", "N", "C", "C", "O", "C", "O", "C", "C", "O", "N", "C", "C", "H", "H", "H", "H", "H", "H", "H", "H", "H", "H", "H", "H", "H", "H", "H", "H", "Br", "C", "C", "Br", "C", "Br", "C", "O", "C", "O", "C", "Br", "C", "N", "C", "C", "O", "N", "C", "C", "H", "H", "H", "H", "H", "H", "H", "H", "H", "H", "H", "H"], "xyz": [[0.112, 0.165, -0.036], [5.262, 0.746, 1.340], [4.302, 0.233, 0.356], [4.852, -0.449, -0.822], [3.012, 0.382, 0.511], [2.173, -0.066, -0.322], [2.491, 1.102, 1.747], [1.061, 1.234, 1.652], [0.506, 2.566, 1.694], [0.240, 3.024, 0.266], [0.277, 2.136, -0.639], [-0.044, 4.273, 0.016], [-0.074, 5.285, 1.079], [-0.379, 4.718, -1.343], [6.233, 0.317, 1.114], [4.989, 0.444, 2.350], [5.342, 1.831, 1.279], [5.612, 0.190, -1.267], [4.063, -0.635, -1.541], [5.306, -1.389, -0.512], [2.953, 2.084, 1.852], [2.709, 0.517, 2.642], [1.172, 3.229, 2.243], [-0.444, 2.487, 2.228], [-0.648, 4.936, 1.936], [-0.567, 6.168, 0.685], [0.935, 5.561, 1.384], [-0.373, 3.870, -2.018], [0.354, 5.456, -1.665], [-1.369, 5.171, -1.323], [-5.334, -0.092, -4.208], [-4.222, 0.180, -2.726], [-4.707, 0.827, -1.580], [-6.473, 1.447, -1.513], [-3.877, 1.015, -0.471], [-4.421, 1.881, 1.104], [-2.577, 0.549, -0.524], [-1.686, 0.633, 0.502], [-2.087, -0.060, -1.676], [-0.773, -0.432, -1.617], [-2.898, -0.265, -2.776], [-2.149, -1.133, -4.262], [-1.348, -4.118, -1.465], [-0.349, -3.315, -0.761], [0.855, -3.019, -1.525], [-0.581, -2.773, 0.433], [-0.024, -1.654, 0.792], [-1.392, -3.354, 1.315], [-1.954, -2.589, 2.425], [-1.575, -4.802, 1.389], [-1.411, -3.740, -2.486], [-2.321, -4.000, -0.998], [-1.075, -5.173, -1.494], [1.258, -3.957, -1.907], [1.602, -2.560, -0.883], [0.626, -2.360, -2.362], [-1.989, -1.533, 2.175], [-1.362, -2.733, 3.330], [-2.967, -2.944, 2.605], [-0.819, -5.309, 0.796], [-2.567, -5.103, 1.053], [-1.456, -5.102, 2.429]], "atomic_forces_ev_per_a": [[0.1, 0.0, 0.2], [0.0, 0.0, 0.0], [-0.1, 0.0, 0.0], [0.0, 0.0, 0.0], [0.0, 0.0, 0.0], [0.0, -0.1, 0.0], [0.1, 0.0, 0.0], [-0.1, 0.0, 0.0], [0.0, 0.0, 0.0], [-0.1, 0.1, 0.1], [0.1, 0.0, -0.1], [0.0, -0.1, 0.0], [0.0, 0.0, 0.0], [0.0, 0.0, 0.0], [0.0, 0.0, 0.0], [0.0, 0.0, 0.0], [0.0, 0.0, 0.0], [0.0, 0.0, 0.0], [0.0, 0.0, 0.0], [0.0, 0.0, 0.0], [0.0, 0.0, 0.0], [0.0, 0.0, 0.0], [0.0, 0.0, 0.0], [0.0, 0.0, 0.0], [0.0, 0.0, 0.0], [0.0, 0.0, 0.0], [0.0, 0.0, 0.0], [0.0, 0.0, 0.0], [0.0, 0.0, 0.0], [0.0, 0.0, 0.0], [0.0, 0.0, 0.0], [0.0, 0.0, 0.0], [0.0, 0.0, -0.1], [0.0, 0.0, 0.0], [0.0, 0.0, 0.0], [0.0, 0.0, 0.0], [-0.1, 0.0, -0.2], [-0.1, 0.0, 0.0], [-0.1, 0.0, 0.1], [-0.1, 0.0, -0.1], [0.0, 0.0, 0.0], [0.0, 0.0, 0.0], [0.0, 0.0, 0.0], [0.0, -0.1, 0.0], [0.1, 0.0, 0.0], [-0.3, 0.0, 0.1], [0.4, -0.1, 0.0], [0.1, 0.0, -0.1], [0.0, 0.0, 0.0], [0.0, 0.0, 0.0], [0.0, 0.0, 0.0], [0.0, 0.0, 0.0], [0.0, 0.0, 0.0], [0.0, 0.0, 0.0], [0.0, 0.0, 0.0], [0.0, 0.0, 0.0], [0.0, 0.0, 0.0], [0.0, 0.0, 0.0], [0.0, 0.0, 0.0], [0.0, 0.0, 0.0], [0.0, 0.0, 0.0], [0.0, 0.0, 0.0]], "multiplicity": 4, "s2": 3.761, "energy_ha": -11785.1438, "gap_ev": [7.69, 6.64], "total_charge": 2}

=====

{"formula": "C19H28BrO13", "method": "ωB97M-V/def2-TZVPD", "species": ["C", "C", "C", "O", "Br", "H", "H", "H", "H", "C", "C", "C", "O", "C", "O", "O", "H", "H", "H", "H", "H", "H", "C", "C", "C", "O", "C", "O", "O", "H", "H", "H", "H", "H", "H", "C", "C", "C", "O", "C", "O", "O", "H", "H", "H", "H", "H", "H", "C", "C", "C", "O", "C", "O", "O", "H", "H", "H", "H", "H", "H"], "xyz": [[4.632, -1.059, 2.043], [3.530, 0.106, 2.279], [2.127, -0.590, 1.897], [1.547, -0.374, 0.803], [1.382, -1.871, 3.265], [5.685, -0.674, 2.249], [4.526, -1.477, 0.977], [3.553, 0.338, 3.404], [3.720, 1.046, 1.643], [-3.729, -1.239, 4.592], [-3.010, -2.548, 4.347], [-3.629, -3.713, 5.063], [-2.517, -4.576, 5.264], [-1.411, -3.781, 5.316], [-0.333, -4.145, 5.681], [-1.697, -2.514, 4.901], [-3.258, -0.436, 4.021], [-4.780, -1.304, 4.300], [-3.669, -0.950, 5.645], [-2.921, -2.737, 3.272], [-4.400, -4.206, 4.468], [-4.047, -3.452, 6.041], [0.688, -5.686, -0.179], [1.977, -5.603, 0.610], [2.504, -4.205, 0.749], [3.908, -4.417, 0.863], [4.181, -5.575, 0.211], [5.283, -5.951, -0.076], [3.037, -6.259, -0.083], [0.333, -6.719, -0.218], [-0.092, -5.067, 0.271], [0.841, -5.369, -1.214], [1.857, -6.086, 1.586], [2.111, -3.699, 1.634], [2.318, -3.578, -0.130], [0.513, 2.610, 0.219], [-0.490, 2.894, -0.878], [-0.755, 4.356, -1.084], [-2.090, 4.361, -1.580], [-2.694, 3.248, -1.079], [-3.875, 3.043, -1.116], [-1.784, 2.400, -0.526], [0.692, 1.535, 0.302], [1.465, 3.107, 0.025], [0.132, 2.938, 1.191], [-0.181, 2.406, -1.809], [-0.071, 4.804, -1.807], [-0.726, 4.939, -0.158], [-2.468, 5.108, -5.842], [-1.013, 5.525, -5.823], [-0.201, 4.915, -6.929], [1.100, 4.858, -6.358], [0.931, 4.766, -5.010], [1.798, 4.488, -4.236], [-0.360, 5.027, -4.658], [-3.016, 5.607, -5.039], [-2.940, 5.360, -6.794], [-2.570, 4.034, -5.667], [-0.931, 6.618, -5.819], [-0.202, 5.528, -7.832], [-0.512, 3.898, -7.188]], "atomic_forces_ev_per_a": [[-0.8, 0.5, -0.6], [0.6, -1.5, 0.1], [0.4, 2.6, -3.4], [1.9, -1.6, 4.5], [0.1, 0.7, -0.5], [-1.3, -0.3, -0.2], [0.3, 0.9, 1.2], [-0.3, -0.2, -1.6], [-1.1, -1.1, 0.8], [0.3, 0.4, 0.0], [-0.6, 0.9, -0.1], [-0.5, -0.4, -0.1], [0.3, 0.1, 0.0], [1.2, 0.0, 0.2], [-0.9, 0.2, -0.2], [0.0, -0.8, 0.3], [-0.1, -0.1, 0.0], [0.1, -0.1, 0.0], [-0.1, -0.2, 0.0], [0.0, -0.1, 0.1], [0.2, -0.1, 0.1], [0.0, 0.2, -0.1], [0.0, -0.4, -0.2], [-0.9, 0.1, -0.3], [-0.2, 0.6, 0.5], [0.2, -0.9, -0.5], [0.8, 0.3, 0.1], [-0.7, 0.1, 0.1], [0.5, 0.0, 0.1], [0.0, 0.1, 0.1], [0.1, 0.0, 0.0], [0.1, 0.1, 0.2], [0.1, 0.1, 0.0], [0.4, -0.1, -0.2], [-0.1, -0.1, 0.0], [-0.2, -0.5, 0.1], [1.2, -0.1, 0.6], [0.5, 0.5, -0.3], [-0.5, -0.3, 0.1], [-0.6, -0.4, 0.1], [0.7, 0.2, -0.1], [-0.8, 0.6, -0.5], [0.1, 0.2, -0.1], [-0.1, 0.0, -0.1], [0.0, 0.2, -0.1], [-0.1, 0.1, 0.0], [-0.2, 0.0, -0.1], [0.0, -0.2, 0.1], [-0.2, 0.0, 0.5], [-1.2, 0.0, -0.2], [0.1, 0.1, -0.6], [0.0, 0.0, 0.5], [0.7, -0.3, 0.8], [-0.6, 0.2, -0.5], [0.7, -0.1, -0.2], [0.0, 0.0, -0.1], [0.1, 0.0, 0.0], [0.1, 0.1, -0.1], [0.1, -0.1, 0.0], [0.2, -0.1, 0.1], [-0.1, 0.1, 0.1]], "energy_ha": -4292.9240, "gap_ev": 3.48, "total_charge": -1}

=====

{"formula": "C19H28ClN3O3S", "method": "ωB97M-V/def2-TZVPD", "species": ["C", "H", "H", "H", "S", "O", "O", "N", "C", "C", "O", "N", "C", "H", "C", "N", "C", "C", "C", "C", "C", "C", "H", "H", "H", "Cl", "H", "C", "H", "C", "H", "H", "H", "H", "H", "H", "H", "H", "C", "C", "C", "C", "C", "C", "H", "H", "H", "H", "H", "H", "H", "H", "H", "H", "H"], "xyz": [[-1.368, -0.547, -2.725], [-2.389, -0.657, -3.064], [-1.089, 0.490, -2.600], [-0.688, -1.058, -3.394], [-1.210, -1.371, -1.121], [-1.843, -2.651, -1.254], [0.171, -1.347, -0.715], [-2.044, -0.517, 0.020], [-1.274, 0.301, 0.924], [-0.303, 1.166, 0.121], [-0.676, 1.654, -0.936], [0.925, 1.412, 0.615], [1.548, 0.801, 1.766], [0.809, 0.456, 2.485], [2.458, -0.355, 1.321], [3.453, 0.187, 0.420], [4.713, -0.373, 0.327], [5.739, 0.342, -0.305], [7.017, -0.173, -0.356], [7.337, -1.392, 0.217], [6.327, -2.096, 0.849], [5.037, -1.606, 0.904], [4.273, -2.202, 1.376], [6.548, -3.054, 1.296], [8.342, -1.777, 0.168], [8.255, 0.745, -1.148], [5.546, 1.310, -0.739], [2.829, 0.795, -0.739], [3.584, 1.151, -1.436], [1.930, 1.948, -0.287], [1.422, 2.399, -1.139], [2.514, 2.706, 0.243], [2.194, 0.052, -1.246], [2.947, -0.773, 2.200], [1.841, -1.119, 0.828], [2.162, 1.570, 2.249], [-0.751, -0.364, 1.613], [-1.947, 0.950, 1.487], [-3.470, -0.366, -0.161], [-3.888, 1.037, -0.610], [-5.387, 1.061, -0.894], [-6.172, 0.649, 0.348], [-5.742, -0.737, 0.819], [-4.242, -0.770, 1.098], [-3.931, -1.772, 1.398], [-4.008, -0.082, 1.914], [-5.979, -1.473, 0.048], [-6.291, -1.010, 1.723], [-7.242, 0.650, 0.129], [-5.995, 1.375, 1.145], [-5.687, 2.063, -1.208], [-5.614, 0.372, -1.710], [-3.320, 1.332, -1.492], [-3.660, 1.756, 0.180], [-3.710, -1.088, -0.949]], "atomic_forces_ev_per_a": [[0.1, -0.2, 0.8], [-0.2, -0.1, -0.1], [0.0, 0.1, 0.0], [0.1, -0.2, -0.1], [-0.4, -0.3, -0.3], [-0.3, 0.0, -0.2], [0.1, 0.3, 0.0], [0.7, -0.4, -0.7], [0.4, -0.2, 0.0], [-0.1, 0.5, 0.3], [-0.1, 0.1, 0.0], [0.2, 0.2, 0.1], [0.1, -0.5, 0.2], [0.0, 0.0, 0.0], [-0.1, 0.1, 0.3], [-0.2, 0.1, 0.1], [0.5, -0.2, 0.1], [0.0, -0.1, -0.1], [-0.2, -0.1, 0.1], [0.0, 0.0, 0.0], [0.2, 0.1, -0.1], [-0.3, 0.1, 0.0], [-0.1, 0.0, 0.0], [0.0, -0.1, 0.0], [0.1, 0.0, 0.0], [0.1, 0.1, -0.1], [0.0, 0.1, 0.0], [-0.1, 0.3, -0.1], [0.0, 0.0, 0.0], [0.1, 0.1, -0.5], [0.1, 0.0, 0.1], [0.0, 0.0, 0.0], [0.1, 0.1, -0.1], [0.0, 0.0, 0.0], [0.1, 0.0, 0.2], [-0.1, -0.1, 0.0], [-0.1, 0.2, 0.1], [0.0, 0.0, 0.0], [-0.5, 0.2, 0.1], [-0.1, -0.3, -0.3], [0.0, 0.2, 0.3], [-0.1, -0.2, -0.2], [0.0, 0.3, 0.3], [0.0, -0.3, -0.4], [0.1, 0.0, 0.1], [0.1, 0.1, 0.1], [0.0, -0.1, 0.0], [0.0, -0.1, 0.0], [0.0, 0.1, 0.1], [0.0, 0.1, 0.1], [0.0, 0.0, -0.1], [0.0, 0.0, -0.1], [0.1, 0.0, 0.0], [0.1, 0.1, 0.0], [-0.3, 0.1, 0.0]], "energy_ha": -1989.1857, "smiles": "CS(=O)(=O)N(CC(=O)N1CCN(c2cccc(Cl)c2)CC1)C1CCCCC1", "gap_ev": 8.53, "total_charge": 0}

=====

What is the formula in the third record?
C19H28BrO13